A:
Here is a molecular structure, C6H9NO from the OMol25 dataset. Energies are from wB97M-V/def2-TZVPD.

```
! wB97M-V def2-TZVPD RIJCOSX def2/J DEFGRID3
* xyz 0 1
C 1.443 -1.227 1.125
C 0.674 -0.102 0.381
C -0.856 0.833 -0.255
C 0.214 1.699 -0.801
C 1.285 1.077 -0.420
C -0.510 -0.527 -0.698
H 1.544 -1.038 2.374
H 0.253 -1.891 1.275
H 2.267 -1.821 0.640
H -1.980 0.742 -0.363
H 0.565 2.502 -1.547
H 2.486 1.042 -0.614
H -0.181 -0.626 -1.643
H -1.817 -1.847 -1.420
H -2.217 -1.616 0.344
N -1.484 -1.633 -0.459
O -0.504 0.684 1.022
*
```

***

B:
Here is 2 unconnected molecules or ions with the total composition C6H9NO from the OMol25 dataset. Energies are from wB97M-V/def2-TZVPD.

```
! wB97M-V def2-TZVPD RIJCOSX def2/J DEFGRID3
* xyz 0 1
C 2.507 -0.122 1.260
C 1.705 -0.374 0.212
C 3.116 -0.098 -0.029
C -0.946 1.041 -0.675
C -1.217 0.135 0.526
C -0.505 -1.170 0.408
N 4.145 0.062 -0.703
O -0.747 -1.867 -0.723
H 2.695 -0.028 2.303
H -1.382 0.615 -1.575
H -1.362 2.032 -0.514
H 0.131 1.126 -0.814
H -0.897 0.624 1.446
H -2.296 -0.049 0.594
H -0.276 -1.728 1.303
H 4.081 -0.043 -1.707
H -0.254 -2.694 -0.734
*
```

***

C:
Here is 2 unconnected molecules or ions with the total composition C6H9NO from the OMol25 dataset. Energies are from wB97M-V/def2-TZVPD.

```
! wB97M-V def2-TZVPD RIJCOSX def2/J DEFGRID3
* xyz 0 1
C -1.691 1.561 0.759
C -0.507 1.084 1.103
C 0.061 -0.258 0.719
C 1.388 -0.702 0.769
C 1.368 -1.988 0.127
C 0.086 -2.246 -0.279
N -0.809 -1.213 0.083
H -2.430 0.953 0.166
H -2.155 2.546 0.958
H 0.260 1.800 1.526
H 2.126 -0.066 1.198
H 2.091 -2.788 0.114
H -0.142 -3.103 -0.839
H -1.799 -0.983 -0.166
O 0.981 1.570 -1.839
H 1.206 1.882 -2.744
H -0.032 1.949 -1.657
*
```

Computed properties:
structure (SMILES)	C=Cc1ccc[nH]1.O

***

Which structure wins on stability? C wins.

***

A:
Here is C6H9NO in the gas phase from the OMol25 dataset. Energies are from wB97M-V/def2-TZVPD.

```
! wB97M-V def2-TZVPD RIJCOSX def2/J DEFGRID3
* xyz 0 1
C -0.259 1.649 -0.947
C -1.327 2.429 -1.207
C 0.952 -0.535 1.277
C 0.893 0.950 0.813
C -0.465 -0.924 1.335
C -0.274 -2.224 -0.714
N 0.721 1.016 -0.602
O -0.930 -1.745 0.479
H -1.207 3.473 -1.371
H -2.281 1.892 -1.270
H 1.495 -0.978 0.442
H 1.311 -0.677 2.386
H -0.019 1.376 1.379
H 1.818 1.457 1.185
H -1.022 -2.124 -1.613
H -0.050 -3.287 -0.639
H 0.643 -1.748 -0.933
*
```

***

B:
Here is C6H9NO in the gas phase from the OMol25 dataset. Energies are from wB97M-V/def2-TZVPD.

```
! wB97M-V def2-TZVPD RIJCOSX def2/J DEFGRID3
* xyz 0 1
C -1.416 -0.823 -1.718
C -1.019 -0.838 -0.227
N 0.022 -1.045 1.003
C 0.990 -0.040 0.682
C 1.584 1.084 1.439
C 0.466 1.343 0.474
O -0.149 1.570 -0.843
C -0.409 0.237 -1.174
H -1.209 -1.349 -2.524
H -2.517 -0.555 -1.631
H -2.113 -0.917 0.334
H 0.291 -1.908 0.752
H 1.613 -0.132 -0.225
H 2.766 1.223 1.596
H 1.248 1.285 2.459
H -0.586 1.324 0.903
H 0.437 -0.459 -1.301
*
```

Computed properties:
structure (SMILES)	C1[C@H]2N[C@@H]3C[C@H]3O[C@H]12

***

C:
Here is a molecular structure, C6H9NO from the OMol25 dataset. Energies are from wB97M-V/def2-TZVPD.

```
! wB97M-V def2-TZVPD RIJCOSX def2/J DEFGRID3
* xyz 0 1
C 0.422 0.444 -0.557
C -0.598 -0.047 -1.691
C -1.100 0.594 -0.468
C -0.530 -1.185 0.825
C 0.163 -0.668 1.909
C 0.767 -0.709 0.384
H 0.565 2.397 0.197
H 2.448 1.631 -0.664
H -1.068 -1.133 -1.374
H -0.386 0.500 -2.743
H -1.556 1.672 -0.510
H -0.928 -2.342 0.317
H 0.030 0.403 2.066
H 0.687 -1.401 2.717
H 1.537 -1.390 0.158
N 1.165 1.624 -0.750
O -1.620 -0.390 0.185
*
```

***

Which structure wins on stability? A wins.